Record 1
Here is C16H18N6O2 in the gas phase from the OMol25 dataset. Energies are from ωB97M-V/def2-TZVPD.

Results
Energy (eV): -29920.27734
SMILES: O=C(NNC(=O)[C@@H]1CCCN(c2ncccn2)C1)c1ccncc1
Gap between HOMO and LUMO (eV): 8.6
Charge: 0
Largest force on an atom (eV/A): 0.8

Structure (XYZ):
```
42
C16H18N6O2 | the OMol25 dataset | ωB97M-V/def2-TZVPD
O 2.13336 -0.74478 2.15503
C 1.12939 -1.33255 1.79679
N -0.06583 -0.70571 1.70461
N -0.12553 0.68680 1.74928
C -1.18041 1.28611 1.14549
O -2.15517 0.63696 0.81942
C -1.02222 2.79032 0.93964
C 0.08563 2.97883 -0.11087
N -0.28028 2.21989 -1.28449
C 0.31585 1.03450 -1.52313
N -0.24714 0.23824 -2.44233
C 0.35293 -0.91113 -2.67869
C 1.51631 -1.30353 -2.03069
C 2.02595 -0.39965 -1.10840
N 1.43862 0.74938 -0.84256
H 2.92932 -0.59999 -0.54615
H 1.99488 -2.24708 -2.22980
H -0.12733 -1.54201 -3.41704
C -1.62007 2.44157 -1.80902
H -2.21626 1.53498 -1.65817
C -2.28069 3.61917 -1.10451
C -2.33483 3.39344 0.41031
H -3.14354 2.69620 0.63644
H -2.54839 4.33736 0.91219
H -1.73757 4.53755 -1.33391
H -3.29315 3.73453 -1.49148
H -1.55015 2.61950 -2.88647
H 1.05195 2.60872 0.23178
H 0.18796 4.03637 -0.36668
H -0.72773 3.24645 1.88785
H 0.79453 1.09928 1.85998
H -0.91421 -1.10899 1.32206
C 1.09982 -2.78491 1.46544
C 2.02149 -3.62896 2.07871
C 2.02673 -4.96924 1.72747
N 1.20809 -5.48563 0.82734
C 0.34481 -4.68103 0.23350
C 0.24276 -3.32590 0.51034
H -0.46479 -2.71677 -0.03196
H -0.29622 -5.14612 -0.50387
H 2.72114 -5.66391 2.18083
H 2.70999 -3.22824 2.80573
```

Atomic partial charges in e from the natural (NBO) method, atoms 1 to 6: number 1, O, carries -0.623; number 2, C, carries 0.642; number 3, N, carries -0.441; number 4, N, carries -0.446; number 5, C, carries 0.675; number 6, O, carries -0.636



Record 2
Here is a molecular structure, C16H18N7S3Ti from the OMol25 dataset. Energies are from ωB97M-V/def2-TZVPD.

Results
Energy (eV): -82921.36173
2S+1: 2
Expectation value of S²: 0.754
Gap between HOMO and LUMO (alpha / beta) (eV): 5.8 / 5.8
Charge: +2
Largest force on an atom (eV/A): 3.9

Structure (XYZ):
```
45
C16H18N7S3Ti | the OMol25 dataset | ωB97M-V/def2-TZVPD
Ti -0.55272 0.55945 -0.55499
C 3.51301 0.02423 0.68604
C 2.08731 0.47444 0.76365
N 1.45414 1.17232 -0.17841
N 2.02161 2.10670 -1.01448
C 1.22530 3.01183 -1.57425
N 1.78772 4.06780 -2.27574
S -0.51348 2.83842 -1.37431
C 1.14236 0.08382 1.78987
C 1.47018 -0.68754 2.98747
C 0.46641 -0.91838 3.92251
C -0.80880 -0.33410 3.67913
C -0.99254 0.42577 2.60496
N -0.16566 0.40919 1.52936
H 4.07289 0.40212 1.51981
H 3.54755 -1.06313 0.74344
H 4.02185 0.30037 -0.24008
H 3.04881 2.09018 -1.10610
H 2.73277 3.98136 -2.62324
H 1.19329 4.65547 -2.85945
H 2.48377 -0.96354 3.13806
H 0.65935 -1.44310 4.80517
H -1.55702 -0.45033 4.43395
H -1.93490 0.97807 2.46790
C 2.98581 -1.49607 -4.04590
S 2.47814 -2.25833 -2.45197
C 0.86652 -1.68705 -2.11487
S -0.06129 -0.40599 -2.85357
N 0.42548 -2.13761 -0.94778
N -0.65635 -1.51041 -0.51252
C -1.66077 -2.14670 0.06772
C -2.80165 -1.27862 0.17230
C -4.04087 -1.69758 0.83351
C -5.03234 -0.76649 0.88902
C -4.80332 0.55465 0.46261
C -3.67804 0.90197 -0.18680
N -2.66849 0.01678 -0.44675
H 3.62030 -2.23693 -4.51224
H 3.41096 -0.49835 -3.89085
H 2.11621 -1.38140 -4.66553
H -1.61305 -3.12385 0.49062
H -4.22324 -2.76275 1.03686
H -6.01122 -0.98275 1.32042
H -5.56420 1.28777 0.72690
H -3.49181 1.88830 -0.64143
```

Atomic partial charges in e from the natural (NBO) method, atoms 1 to 6: number 1, Ti, carries 1.253; number 2, C, carries -0.699; number 3, C, carries 0.363; number 4, N, carries -0.334; number 5, N, carries -0.402; number 6, C, carries 0.389



Record 3
Here is a molecular structure, C16H19AsCl2F12MoN3O7Se from the OMol25 dataset. Energies are from ωB97M-V/def2-TZVPD.

Results
Energy (eV): -221401.37129
2S+1: 2
Expectation value of S²: 0.756
Gap between HOMO and LUMO (alpha / beta) (eV): 7.0 / 7.1
Charge: 0
Largest force on an atom (eV/A): 2.3

Structure (XYZ):
```
62
C16H19AsCl2F12MoN3O7Se | the OMol25 dataset | ωB97M-V/def2-TZVPD
Mo -0.39846 -0.02945 0.55808
Cl 4.08812 -1.37214 6.32749
C 2.89460 -0.91685 5.15997
C 1.61731 -0.51025 5.64630
C 0.62504 -0.13203 4.80403
Cl -0.91329 0.35991 5.39468
C 0.82463 -0.14473 3.38088
O -0.12556 0.20681 2.61492
C 2.11814 -0.54645 2.92170
C 2.39544 -0.49659 1.56986
O 1.54456 -0.14408 0.68360
C 3.14984 -0.93367 3.83633
H 1.44366 -0.50911 6.71399
H 3.38739 -0.73280 1.18703
H 4.11408 -1.23301 3.44854
C 1.89024 -0.48366 -2.18394
N 0.76967 -0.86060 -3.02326
C 1.03943 -1.99201 -3.90736
C -0.49857 -0.54373 -2.68951
N -0.87509 -0.24877 -1.45273
N -1.41975 -0.54521 -3.67610
C -1.08075 -0.17296 -5.04297
C -2.84449 -0.53644 -3.36192
H 2.77433 -0.42515 -2.81942
H 2.07058 -1.21982 -1.39960
H 1.71956 0.49962 -1.74905
H 1.46932 -2.80431 -3.31827
H 1.74014 -1.70379 -4.69283
H 0.12048 -2.35001 -4.35862
H -1.76802 0.25200 -1.48377
H -0.03276 0.10128 -5.11062
H -1.68789 0.68578 -5.33524
H -1.28236 -0.99234 -5.73536
H -3.20344 0.47401 -3.14124
H -3.05526 -1.18102 -2.51153
H -3.38270 -0.91658 -4.22801
C -1.35180 3.21668 1.85530
C -0.31011 3.05154 0.76027
O -0.38695 1.78890 0.15909
C 1.12217 3.25533 1.29892
F 2.05205 2.91474 0.40109
F 1.33001 4.52266 1.65750
F 1.33491 2.49171 2.38211
C -0.59896 4.04231 -0.39915
F -0.63517 5.30850 0.02656
F -1.77924 3.76205 -0.94387
F 0.32353 3.96248 -1.36573
H -1.12012 2.55296 2.68618
H -2.32132 2.94062 1.44235
H -1.38171 4.24459 2.21187
F 0.10943 -2.06273 1.14987
As 0.34349 -3.71315 0.30462
F 0.59362 -2.77904 -1.14673
F -1.33795 -3.70506 -0.00962
F 0.62044 -5.19523 -0.48773
F 0.09996 -4.41062 1.84670
F 2.02191 -3.47756 0.66712
O -3.38575 1.18237 -0.47620
Se -3.84486 -0.06535 0.43573
O -4.18706 -1.40576 -0.36274
O -2.00902 -0.55630 1.03937
O -4.52966 0.23148 1.84109
```

Atomic partial charges in e from the natural (NBO) method, atoms 1 to 6: number 1, Mo, carries 1.986; number 2, Cl, carries 0.030; number 3, C, carries -0.080; number 4, C, carries -0.149; number 5, C, carries -0.111; number 6, Cl, carries 0.063



Record 4
Here is a molecular structure, C16H19BIrN6 from the OMol25 dataset. Energies are from ωB97M-V/def2-TZVPD.

Results
Energy (eV): -29332.39190
2S+1: 6
Expectation value of S²: 8.773
Gap between HOMO and LUMO (alpha / beta) (eV): 6.1 / 4.9
Charge: +2
Largest force on an atom (eV/A): 7.4

Structure (XYZ):
```
43
C16H19BIrN6 | the OMol25 dataset | ωB97M-V/def2-TZVPD
H -1.78513 -1.66111 1.12491
N 0.17138 -1.45602 0.31213
B 2.45267 -1.88708 -0.77695
N 1.09438 -2.36108 -0.17644
C 0.59746 -3.60909 -0.05097
Ir 0.63736 0.56625 0.39034
H 1.19522 -4.44493 -0.38158
C -0.66833 -3.51899 0.52126
H -1.33076 -4.32578 0.77182
C -0.91388 -2.15783 0.72054
H 3.15262 -2.77988 -1.16286
C 0.99423 2.44775 0.94033
H 0.49981 1.80940 1.73224
H 0.27372 3.19678 0.61485
H 1.94378 2.80625 1.35444
N 3.10439 -1.06173 0.36467
N 2.02654 -0.89202 -1.88343
N 2.36433 -0.06609 1.00178
N 1.20027 0.16005 -1.52734
C 4.28240 -1.19781 1.00355
C 2.20747 -0.86176 -3.21977
H 4.98699 -1.92937 0.65310
H 2.83148 -1.59314 -3.70606
C 4.33021 -0.28773 2.05685
C 1.49964 0.22464 -3.73748
C 3.11818 0.39363 2.04700
C 0.87419 0.83890 -2.65257
H 5.13811 -0.13996 2.74741
H 1.43662 0.53659 -4.75910
H 2.75056 1.17381 2.70011
H 0.22955 1.70390 -2.60875
H 1.36667 1.90482 -0.10882
C -3.84047 2.28184 0.93460
C -3.20827 2.39896 -0.30803
C -2.02970 1.66788 -0.58992
C -1.42628 0.97036 0.44302
C -2.11297 0.71384 1.62628
C -3.31859 1.39985 1.88546
H -4.73353 2.87434 1.16202
H -3.61955 3.06805 -1.06594
H -1.57902 1.68359 -1.57929
H -1.70214 0.02101 2.36030
H -3.81997 1.24935 2.84163
```

Atomic partial charges in e from the natural (NBO) method, atoms 1 to 6: number 1, H, carries 0.224; number 2, N, carries -0.348; number 3, B, carries 0.525; number 4, N, carries -0.303; number 5, C, carries 0.051; number 6, Ir, carries 1.060



Record 5
Here is a molecular structure, C16H19BN6TeW from the OMol25 dataset. Energies are from ωB97M-V/def2-TZVPD.

Results
Energy (eV): -35618.72782
2S+1: 3
Expectation value of S²: 2.334
Gap between HOMO and LUMO (alpha / beta) (eV): 6.0 / 6.7
Charge: +2
Largest force on an atom (eV/A): 2.8

Structure (XYZ):
```
44
C16H19BN6TeW | the OMol25 dataset | ωB97M-V/def2-TZVPD
H 2.77376 -0.72203 0.27483
N 1.05176 -0.56246 -1.01404
B -0.46314 -0.84015 -3.14966
N 0.84822 -0.96443 -2.34905
C 1.99570 -1.45447 -2.83897
W -0.56167 0.20980 -0.24596
H 2.02672 -1.79346 -3.88559
C 2.97147 -1.41970 -1.83353
H 3.99793 -1.74652 -1.99130
C 2.33512 -0.88346 -0.69220
H -0.42764 -1.39717 -4.24132
C -2.30186 2.84935 2.13725
H -2.30604 3.27510 3.17103
H -2.91233 1.89814 2.06417
H -2.64967 3.63392 1.42394
N -0.72281 0.64364 -3.32379
N -1.65756 -1.41086 -2.29619
N -0.81678 1.47003 -2.23689
N -1.88257 -1.15098 -0.94193
C -0.88471 1.30957 -4.48627
C -2.62686 -2.22160 -2.70215
H -0.85342 0.79930 -5.43508
H -2.65970 -2.49282 -3.72744
C -1.05703 2.65147 -4.17794
C -3.43996 -2.55071 -1.62125
C -1.01634 2.72664 -2.76893
C -2.93987 -1.90439 -0.48613
H -1.16667 3.43443 -4.90551
H -4.28869 -3.16689 -1.65256
H -1.11975 3.66995 -2.25434
H -3.20663 -1.88731 0.57624
H -1.26002 2.54247 1.86284
Te -0.72353 -0.09028 2.22696
C 1.01548 -0.12120 3.78897
C 1.96289 0.88988 3.71062
C 3.15873 0.78808 4.45978
C 3.35206 -0.30947 5.31578
C 2.36459 -1.30178 5.42605
C 1.16798 -1.19140 4.67004
H 1.78752 1.73067 3.03933
H 3.93386 1.55814 4.37862
H 4.27818 -0.38533 5.89633
H 2.53086 -2.15448 6.09509
H 0.39239 -1.95724 4.74014
```

Atomic partial charges in e from the natural (NBO) method, atoms 1 to 6: number 1, H, carries 0.258; number 2, N, carries -0.427; number 3, B, carries 0.504; number 4, N, carries -0.331; number 5, C, carries 0.103; number 6, W, carries 1.364



Record 6
Here is a molecular structure, C16H19BN6V from the OMol25 dataset. Energies are from ωB97M-V/def2-TZVPD.

Results
Energy (eV): -52203.65821
2S+1: 4
Expectation value of S²: 3.770
Gap between HOMO and LUMO (alpha / beta) (eV): 6.7 / 8.0
Charge: 0
Largest force on an atom (eV/A): 4.3

Structure (XYZ):
```
43
C16H19BN6V | the OMol25 dataset | ωB97M-V/def2-TZVPD
H 0.93740 3.20674 0.25696
N 0.54340 1.70505 -1.14524
B 0.22386 0.34588 -3.26381
N 0.61682 1.65696 -2.53288
C 0.90780 2.87417 -2.98403
V 0.27361 0.01330 -0.20014
H 0.94740 3.07212 -4.05143
C 1.11867 3.72879 -1.90623
H 1.39589 4.75275 -1.91415
C 0.88801 2.96187 -0.77305
H 0.23090 0.46985 -4.46026
C -0.76679 -1.37137 1.04243
H -0.57722 -1.30408 2.14103
H 0.09163 -2.08826 0.71265
H -1.73865 -1.65552 0.59201
N -1.20177 -0.08857 -2.79674
N 1.18578 -0.79098 -2.80396
N -1.43649 -0.20578 -1.44562
N 1.23662 -1.13272 -1.43269
C -2.35422 -0.25360 -3.46843
C 2.03039 -1.55288 -3.51243
H -2.41972 -0.13360 -4.56019
H 2.18442 -1.50881 -4.61123
C -3.35300 -0.54766 -2.54667
C 2.71736 -2.40683 -2.61629
C -2.74469 -0.52541 -1.29085
C 2.18393 -2.10681 -1.34513
H -4.38016 -0.74574 -2.72692
H 3.47345 -3.11825 -2.81825
H -3.12916 -0.69331 -0.30384
H 2.43947 -2.52939 -0.41118
H -1.09334 -0.32082 0.96728
C 3.30543 0.79913 3.62863
C 3.34957 -0.43903 2.94978
C 2.44302 -0.71908 1.90120
C 1.56272 0.29231 1.52849
C 1.44364 1.50090 2.21158
C 2.36694 1.77450 3.23644
H 4.02692 0.99932 4.42362
H 4.04703 -1.23329 3.22320
H 2.42368 -1.72980 1.46337
H 0.63307 2.22446 2.03790
H 2.30939 2.73298 3.75039
```

Atomic partial charges in e from the natural (NBO) method, atoms 1 to 6: number 1, H, carries 0.226; number 2, N, carries -0.344; number 3, B, carries 0.548; number 4, N, carries -0.318; number 5, C, carries 0.022; number 6, V, carries 0.985